{
  "formula": "C2H9N4",
  "method": "the ωB97M-V functional and the def2-TZVPD basis",
  "total_charge": 1,
  "total_energy_ev": -8170.386,
  "homo_energy_ev": [-12.41, -12.41],
  "largest_force_ev_per_a": 4.1,
  "lumo_ev": [-4.01, -4.02],
  "multiplicity": 1,
  "elements": ["C", "C", "N", "N", "N", "N", "H", "H", "H", "H", "H", "H", "H", "H", "H"],
  "xyz": [[-1.22794, 0.11102, 0.21037], [1.39680, 0.34291, -0.93959], [-1.77810, -0.02562, -0.95646], [-1.55957, 0.49927, 1.39208], [0.96697, -0.46284, 0.19162], [1.42655, -0.21522, 1.33813], [2.44386, 0.63707, -0.81650], [1.37822, -0.13209, -1.99900], [0.78392, 1.25722, -1.09343], [-1.16091, -0.33754, -1.76828], [-2.50342, 0.68073, 1.66818], [-0.85396, 0.67418, 2.11558], [1.96978, 0.67565, 1.58212], [-2.74417, 0.10377, -1.14784], [1.32716, -0.95927, 2.14947]],
  "atomic_forces_ev_per_a": [[4.0, -0.4, -0.6], [0.3, 1.1, -2.0], [1.1, -0.6, -0.8], [-0.6, 0.0, 0.0], [-2.7, -1.1, -1.2], [1.4, 0.5, 3.5], [-0.1, 0.1, 0.2], [-0.2, -0.1, 2.2], [0.5, -0.4, 0.5], [-1.4, 0.5, 1.7], [-0.6, 0.3, 0.3], [-0.1, -0.4, -0.5], [-1.0, -1.5, -0.5], [-1.0, 0.1, -0.3], [0.3, 1.9, -2.5]]
}